1.
15
Properties=species:S:1:pos:R:3:lowdin_charge:R:1 method="wB97M-V/def2-TZVPD" e_lumo_ev=0.91 homo_ev=-11.18 e_tot_ev=-6819.9508 orbital_gap_ha=0.4442
H 1.361 -1.567 0.627 0.115
C 0.482 0.291 -0.105 -0.427
N -0.658 -1.609 0.980 -0.068
H -1.510 1.070 0.357 0.073
C 0.567 -0.877 0.900 -0.209
H 0.774 -0.478 1.908 0.128
H 0.197 0.574 -2.240 0.078
H -0.423 2.250 -0.394 0.080
H -0.213 1.820 1.309 0.077
C -0.470 1.417 0.322 -0.079
H 0.831 -1.022 -1.805 0.079
H -0.876 -0.641 -1.523 0.077
H 1.500 0.702 -0.123 0.131
C -1.776 -1.736 1.335 0.031
C 0.140 -0.229 -1.499 -0.087

=====

2.
109
Properties=species:S:1:pos:R:3:lowdin_charge:R:1 method="wB97M-V/def2-TZVPD" e_lumo_ev=-2.24 homo_ev=-11.71 e_tot_ev=-75790.2292 charge=+1 orbital_gap_ha=0.3478
H 5.025 2.212 -5.858 0.054
C -0.336 0.523 5.368 -0.161
H 1.710 -0.685 -3.611 0.110
C -4.606 3.762 4.555 -0.161
C 4.718 -0.556 -4.120 -0.220
H -2.343 -1.428 3.777 0.026
H -1.530 -0.939 -2.733 0.007
H -3.783 4.475 4.474 0.036
H -2.758 0.503 -0.394 0.027
C -3.964 -5.083 -2.786 -0.162
H -6.721 -4.510 0.066 0.035
C 5.711 1.706 -6.542 -0.107
H 2.148 -0.357 -1.491 0.096
H 0.227 -0.109 4.674 0.014
C 2.706 1.048 -4.430 -0.194
C 6.235 1.916 1.465 -0.104
H 7.320 1.810 1.367 0.139
H -5.507 0.509 6.710 0.038
H -5.193 -5.379 0.229 0.033
H 1.067 2.119 -2.664 0.118
C -3.314 -0.399 -0.122 -0.166
C 5.161 -0.617 -5.583 -0.216
H -0.162 0.889 -2.508 0.095
C 0.575 0.302 -0.134 -0.174
C 4.828 -0.981 0.204 -0.342
H -2.839 1.857 2.551 0.027
H -5.524 4.327 4.733 0.036
C -5.685 1.277 5.955 -0.160
H -3.492 4.206 7.594 0.034
C -6.602 -3.578 -3.064 -0.159
H -3.121 -5.328 -2.136 0.034
H 4.074 -1.418 -3.898 0.106
H -7.132 -4.463 -3.422 0.037
H 6.485 3.888 2.286 0.128
H 0.221 1.450 5.518 0.033
F 4.632 3.202 2.708 -0.064
H -5.715 -0.071 -2.356 0.040
H -6.642 1.754 6.180 0.037
H -4.234 0.631 -3.017 0.034
H 0.132 1.273 0.110 0.121
C -2.122 -1.834 -2.521 -0.154
C 4.011 0.733 -3.682 -0.207
H -7.330 -2.922 -2.582 0.038
H -3.097 -1.281 5.368 0.039
C 1.147 -0.293 1.177 -0.149
H 5.159 1.503 -7.464 0.079
H 1.315 0.502 1.911 0.111
H 3.921 -0.153 2.916 0.152
F 4.811 -2.231 0.680 0.128
C -1.868 1.723 3.031 -0.150
C -4.280 3.451 7.574 -0.162
H 3.676 1.390 2.112 0.131
H -5.781 0.781 4.986 0.025
H -6.435 -5.977 -0.875 0.036
H 6.884 0.605 -5.088 0.106
H 2.280 1.336 -0.948 0.111
C 1.468 0.362 -3.837 -0.197
C 0.920 1.038 -2.573 -0.178
H -4.214 -0.091 0.413 0.037
N 3.630 -0.271 0.813 0.007
O -2.859 1.801 5.738 -0.268
H -0.388 0.004 6.327 0.036
C -5.964 -5.074 -0.481 -0.162
H 3.779 0.642 -2.611 0.071
H -2.309 -2.338 -3.471 0.030
H -4.402 -6.021 -3.136 0.036
H 3.409 0.457 0.128 0.141
H 4.308 -0.487 -6.258 0.103
C -2.929 -0.766 4.420 -0.155
H 6.392 2.620 3.520 0.130
H 2.365 -1.835 0.209 0.143
H 0.409 -0.969 1.615 0.121
H -4.936 -0.809 -3.757 0.029
C 2.418 -1.125 1.034 -0.103
Si -5.250 -4.075 -1.878 0.349
C 5.675 0.534 1.765 -0.233
H 2.798 0.771 -5.482 0.102
H 6.520 2.398 -6.781 0.073
Si -4.319 2.550 5.948 0.350
C 6.251 0.399 -5.959 -0.253
H 2.545 2.132 -4.410 0.114
H -3.576 -4.552 -3.657 0.025
Si -3.724 -1.372 -1.663 0.339
H 6.240 0.078 2.581 0.167
Si -2.042 0.856 4.682 0.333
H 4.737 -0.990 -0.880 0.177
H -3.901 -0.618 3.944 0.028
H -1.520 -2.505 -1.903 0.035
H 2.616 -1.700 1.938 0.138
H -4.709 3.256 3.593 0.024
H -1.409 2.708 3.145 0.040
H -6.204 -3.054 -3.936 0.027
H 5.616 -0.674 -3.499 0.104
C 1.574 0.549 -1.264 -0.222
O -4.542 -2.725 -1.235 -0.269
H 4.705 1.572 -3.778 0.103
H 0.682 0.332 -4.595 0.113
H -4.112 2.766 8.406 0.035
H 5.868 2.286 0.502 0.135
C -4.748 -0.310 -2.804 -0.155
H -2.699 -0.986 0.565 0.025
H -1.245 1.129 2.355 0.003
H 6.900 -0.057 -6.712 0.105
C 6.002 2.948 2.553 -0.166
H -5.235 3.956 7.740 0.036
H 5.532 -1.629 -5.767 0.109
O 5.910 -0.301 0.606 0.052
C 4.167 0.425 2.027 0.001
H -0.261 -0.307 -0.490 0.096

=====

3.
20
Properties=species:S:1:pos:R:3:lowdin_charge:R:1 method="wB97M-V/def2-TZVPD" e_lumo_ev=0.20 smiles="Cc1cc2c[nH]ccc-2nc1=O" homo_ev=-8.14 e_tot_ev=-14489.7044 orbital_gap_ha=0.3066
C -3.022 -0.948 0.052 -0.075
H -1.887 -2.779 -0.188 0.137
C -1.862 -1.652 -0.040 -0.008
N 0.537 -1.777 -0.053 0.156
O 2.806 -1.808 0.033 0.068
H 3.752 0.362 -0.788 0.109
H 3.662 0.566 1.004 0.091
C 3.228 0.900 0.059 -0.077
H 0.736 2.175 -0.109 0.098
C -0.548 -1.057 -0.053 -0.265
C -0.597 0.412 0.002 -0.118
C 0.707 1.111 -0.147 0.020
C -1.785 1.102 0.029 -0.038
H -3.811 0.909 -0.042 0.139
H -4.031 -1.389 0.160 0.132
N -2.946 0.434 0.077 0.021
H -1.948 2.160 0.013 0.131
C 1.803 -1.153 0.091 -0.426
C 1.872 0.398 0.005 -0.206
H 3.335 2.032 -0.105 0.108